Version one
The following is a DFT calculation (the ωB97M-V functional and the def2-TZVPD basis) of a molecular structure, C8H6.

Structure (ORCA input):
```
! RIJCOSX wB97M-V def2-TZVPD def2/J DEFGRID3
* xyz 0 1
C 0.93953 -1.22110 -1.56848
C 1.63627 2.05425 -0.06500
C -1.38049 -2.59580 0.28738
C 0.89187 -0.24379 -0.89524
C -0.66827 1.13751 0.51465
C 0.68778 1.10757 -0.23034
C -1.04014 -1.39879 0.22078
C -1.21706 -0.09431 1.04796
H -1.70220 0.00956 2.03366
H -2.16079 -3.53571 -0.24180
H -1.25111 2.23996 0.74625
H 1.47158 2.97127 0.41404
H 0.81734 -2.30275 -1.99519
H 2.97569 1.87213 -0.26867
*
```

* HOMO-LUMO gap: 8.31 eV
* highest occupied orbital energy: -8.35 eV

---

Version two
The following is a DFT calculation (the ωB97M-V functional and the def2-TZVPD basis) of C8H6 in the gas phase.

Structure (ORCA input):
```
! RIJCOSX wB97M-V def2-TZVPD def2/J DEFGRID3
* xyz 0 1
C -1.15570 1.57170 -0.15585
C 2.87304 -0.69087 -0.23322
C -0.84825 -1.96403 0.09432
C 1.52499 -0.93441 -0.01508
C 1.40941 1.58410 0.24902
C 0.14730 1.37418 -0.00917
C 0.30709 -1.36354 0.12654
C 2.18080 0.39847 0.05835
H -1.81146 1.04525 0.48750
H -1.65100 2.14441 -0.93416
H -1.34451 -2.20754 0.93500
H 1.88826 2.56792 0.60283
H -1.16082 -2.32198 -0.92160
H 3.88515 -0.96810 -0.32511
*
```

* HOMO-LUMO gap: 7.87 eV
* highest occupied orbital energy: -7.64 eV

---

Stability check: which of them is least stable? version one.